1.
This record from OMol25 describes a cluster of 2 separate species, C4H12NO2 in total at a distorted geometry. The level of theory is ωB97M-V/def2-TZVPD.

Each atom is followed by the atoms it is bonded to, with distances in Å.
Geometry (Å):
1 O 2.219 0.597 1.641  H12 0.938, H18 0.953
2 O -2.295 0.609 0.043  C6 1.215
3 N -0.250 -0.529 1.454  C4 1.478, H10 1.012, H13 1.016, H16 1.029
4 C 0.129 -1.148 0.166  N3 1.478, C7 1.551, H9 1.058, H17 1.087
5 C -0.807 0.329 -1.814  C6 1.492, C7 1.537, H8 1.099, H15 1.094
6 C -1.960 0.927 -1.081  O2 1.215, C5 1.492, H19 1.079
7 C 0.391 -0.110 -0.958  C4 1.551, C5 1.537, H11 1.070, H14 1.064
8 H -1.132 -0.475 -2.488  C5 1.099
9 H -0.727 -1.669 -0.176  C4 1.058
10 H -0.370 -1.209 2.193  N3 1.012
11 H 0.957 0.740 -0.640  C7 1.070
12 H 2.935 -0.007 1.592  O1 0.938
13 H -1.144 -0.066 1.321  N3 1.016
14 H 1.075 -0.629 -1.586  C7 1.064
15 H -0.410 1.035 -2.549  C5 1.094
16 H 0.306 0.274 1.775  N3 1.029
17 H 1.062 -1.679 0.336  C4 1.087
18 H 2.518 1.244 2.273  O1 0.953
19 H -2.496 1.764 -1.502  C6 1.079

Computed properties:
LUMO energy   -2.998 eV
Largest force on an atom   0.047 hartree/bohr
Multiplicity   1
Net charge   +1
DFT total energy   -9921.17578 eV

Here are the natural (NBO) charges for atoms 1 to 5, given in e: number 1, O, carries -0.971; number 2, O, carries -0.583; number 3, N, carries -0.690; number 4, C, carries -0.223; number 5, C, carries -0.543

***

2.
This record from OMol25 describes a cluster of 2 separate species, C4H12NO2 in total at a distorted geometry. The level of theory is ωB97M-V/def2-TZVPD.

Each atom is followed by the atoms it is bonded to, with distances in Å.
Geometry (Å):
1 O -0.923 -0.665 2.252  H9 0.973, H14 0.971
2 O 1.900 -1.041 0.237  C6 1.197
3 N 0.080 0.885 0.286  C5 1.465, C7 1.506, H10 1.019, H13 1.055
4 C -0.879 -0.292 -1.769  C7 1.535, H8 1.094, H18 1.093, H19 1.092
5 C -1.168 1.650 0.357  N3 1.465, H12 1.086, H15 1.091, H16 1.098
6 C 1.382 -0.897 -0.832  O2 1.197, C7 1.529, H17 1.101
7 C 0.367 0.228 -1.039  N3 1.506, C4 1.535, C6 1.529, H11 1.116
8 H -0.592 -0.967 -2.580  C4 1.094
9 H -1.497 -1.448 2.195  O1 0.973
10 H 0.831 1.548 0.469  N3 1.019
11 H 0.726 0.979 -1.782  C7 1.116
12 H -1.154 2.458 -0.368  C5 1.086
13 H -0.075 0.116 0.992  N3 1.055
14 H -0.112 -1.084 2.582  O1 0.971
15 H -2.078 1.059 0.245  C5 1.091
16 H -1.228 2.057 1.375  C5 1.098
17 H 1.631 -1.418 -1.769  C6 1.101
18 H -1.608 -0.676 -1.051  C4 1.093
19 H -1.453 0.411 -2.376  C4 1.092

Computed properties:
LUMO energy   -3.355 eV
Largest force on an atom   0.035 hartree/bohr
Multiplicity   1
Net charge   +1
DFT total energy   -9920.67034 eV

Here are the natural (NBO) charges for atoms 1 to 5, given in e: number 1, O, carries -0.946; number 2, O, carries -0.492; number 3, N, carries -0.529; number 4, C, carries -0.647; number 5, C, carries -0.432